{
  "formula": "C36H43N4O4PY",
  "method": "ωB97M-V/def2-TZVPD",
  "charge": 1,
  "lumo_ha": -0.0799,
  "energy_ev": -62513.5731,
  "e_homo_ha": -0.3785,
  "multiplicity": 1,
  "homo_lumo_gap_ha": 0.29863,
  "species": ["O", "N", "P", "H", "H", "C", "C", "C", "C", "C", "H", "C", "H", "O", "C", "O", "H", "H", "H", "H", "C", "H", "H", "H", "C", "C", "C", "C", "H", "C", "C", "H", "H", "N", "C", "C", "H", "H", "H", "H", "H", "H", "H", "C", "H", "C", "O", "C", "H", "C", "C", "N", "C", "C", "H", "H", "H", "C", "H", "C", "C", "C", "N", "H", "H", "H", "C", "H", "C", "H", "H", "C", "H", "H", "Y", "C", "H", "C", "C", "C", "H", "H", "H", "C", "H", "C", "H", "H", "H"],
  "xyz": [[-0.30700, 0.76691, -1.92157], [-2.69890, -2.56477, -3.79732], [2.71170, -0.17855, -1.66970], [2.17877, 2.16600, -1.99359], [-1.17147, 5.51166, -3.91285], [2.43563, -2.07061, -3.71699], [4.35152, -0.92799, -1.39579], [0.74663, 2.58948, 1.92553], [1.28634, -2.83650, 1.40833], [-1.24904, 3.37934, -4.23815], [1.06046, -1.99483, -6.81070], [-4.28466, 0.74229, 0.39564], [0.44403, -2.05998, 3.22434], [-0.66418, -3.78088, -2.76559], [1.99953, -2.52195, -4.95241], [-1.94892, 0.44241, 0.49702], [3.33986, -0.09674, 2.79477], [-0.13163, 2.20164, 3.83090], [0.79533, 0.39054, -6.18971], [1.82545, 2.63183, 2.09877], [0.06385, 1.64877, 2.90863], [7.76819, -2.70452, -0.92002], [2.13180, -3.56219, -5.21925], [-1.42104, -3.87917, -3.39679], [-1.72006, -1.68228, -3.17244], [-0.51136, 4.39056, -2.21227], [-4.64374, -2.01274, 0.47162], [5.64206, -2.84934, -0.67527], [1.89753, -3.72397, 1.58552], [5.53930, -0.30287, -1.77643], [1.39605, -1.64235, -5.84395], [-2.59123, -3.45824, 0.89121], [1.54465, 1.18458, -4.00514], [-1.00590, -2.17095, 0.81197], [-5.54580, 0.19042, 0.33228], [-0.68442, -2.50667, -2.44175], [2.89850, -2.77210, -3.03318], [0.36616, 3.60308, 2.07056], [2.76967, 0.91366, 1.44777], [5.52600, 0.68518, -2.21622], [-0.91962, 1.38679, 2.50787], [3.65244, 1.94848, -1.04577], [-0.51536, -3.89361, 1.91175], [0.81909, 0.39302, 3.31842], [1.66676, 0.65488, 3.96403], [6.75894, -0.93673, -1.59749], [0.10811, -2.06350, -1.62931], [-3.15041, -0.08236, 0.46677], [-3.50825, -2.70674, -3.20522], [-5.74437, -1.19474, 0.36297], [-1.02628, 2.12269, -3.71099], [1.33092, -0.45523, 2.20553], [-0.52362, 1.96529, -2.41126], [1.68207, 0.14135, -4.25500], [0.16739, 4.15573, 0.16044], [5.67124, -3.84546, -0.25427], [-1.63844, 3.46577, -5.24516], [1.32457, -1.88881, 2.60501], [-6.40397, 0.84759, 0.26193], [-2.26001, -2.42279, 0.74792], [0.16848, 3.14483, -0.25939], [2.72390, -0.08107, 1.88837], [0.48630, 2.18347, 0.52854], [2.19931, -2.08291, 3.23654], [-3.02712, -2.20383, -4.68189], [0.15103, -0.22193, 3.91951], [-3.34265, -1.48204, 0.52033], [-0.08735, -3.96342, 0.19519], [1.24522, -0.30803, -5.49529], [7.67119, -0.43689, -1.89514], [1.74111, -2.35936, 0.53233], [2.27491, -0.73594, -3.35209], [3.14365, -0.78451, 1.17177], [-1.14377, -1.15895, -3.94142], [0.03651, -0.14820, -0.04541], [3.09729, 1.58666, -1.91268], [3.51873, -2.72783, -0.55976], [6.81442, -2.21089, -1.04942], [-0.11672, -3.31455, 1.07296], [-0.26494, 3.12639, -1.65091], [-2.12117, -0.91433, -2.51126], [-1.22806, 1.23392, -4.29359], [-4.13620, 1.81337, 0.36911], [-0.98999, 4.53176, -3.49599], [-0.32455, 5.27154, -1.60906], [4.42416, -2.20565, -0.84557], [-6.74076, -1.61057, 0.32548], [-4.76704, -3.08825, 0.53816], [3.69110, 1.75798, -2.81128]],
  "atomic_forces_ev_per_a": [[0.060, 0.515, -0.486], [0.000, -0.013, 0.062], [-0.095, 0.047, 0.047], [-0.028, -0.046, 0.011], [-0.003, 0.002, -0.009], [-0.006, -0.053, 0.028], [0.107, -0.041, -0.176], [0.053, 0.002, -0.229], [0.056, -0.180, -0.047], [-0.020, -0.113, -0.039], [0.006, 0.002, -0.005], [-0.154, -0.115, -0.102], [-0.021, -0.023, -0.039], [-0.103, 0.139, 0.013], [-0.041, 0.028, -0.023], [-0.235, -0.121, 0.046], [0.015, 0.006, -0.013], [0.029, -0.013, 0.002], [-0.001, 0.006, 0.000], [-0.011, -0.021, 0.029], [-0.154, 0.049, 0.129], [0.005, 0.001, 0.009], [0.005, -0.004, -0.011], [0.010, -0.103, -0.064], [0.027, 0.085, -0.159], [-0.062, 0.020, -0.167], [-0.107, 0.088, -0.022], [0.000, 0.072, -0.029], [0.049, 0.072, 0.108], [-0.013, 0.034, 0.066], [0.011, -0.017, 0.002], [0.007, 0.004, 0.037], [0.014, -0.006, 0.017], [0.028, -0.088, 0.090], [-0.031, 0.108, -0.001], [0.186, -0.212, 0.091], [-0.002, 0.014, 0.000], [0.005, -0.007, 0.055], [0.009, -0.017, -0.003], [-0.017, -0.002, -0.008], [0.032, -0.022, -0.037], [-0.022, 0.003, 0.013], [0.042, -0.048, -0.010], [0.222, -0.113, -0.022], [-0.034, 0.031, 0.013], [0.027, -0.023, 0.010], [-0.055, 0.223, 0.188], [0.390, 0.123, 0.053], [-0.004, 0.043, 0.011], [0.126, -0.066, 0.009], [0.000, 0.183, -0.099], [-0.125, 0.005, -0.131], [0.025, -0.332, 0.290], [-0.015, 0.021, -0.070], [0.046, 0.010, -0.020], [0.007, -0.008, 0.004], [0.002, 0.016, 0.000], [0.029, 0.093, 0.077], [0.000, -0.005, 0.007], [-0.241, 0.148, 0.033], [-0.205, -0.019, -0.231], [-0.039, -0.026, -0.003], [0.118, 0.100, 0.037], [-0.006, -0.015, -0.014], [0.050, -0.027, -0.024], [-0.062, 0.052, -0.004], [0.122, -0.353, 0.130], [0.021, 0.011, -0.012], [0.033, -0.040, 0.040], [0.000, 0.006, -0.004], [-0.045, 0.043, -0.041], [0.065, 0.027, -0.058], [0.041, -0.004, 0.018], [-0.043, 0.047, 0.013], [0.020, -0.564, 0.091], [0.110, 0.127, -0.072], [-0.055, 0.028, 0.004], [-0.008, -0.001, -0.001], [-0.216, 0.112, 0.017], [0.069, 0.290, 0.335], [-0.023, -0.035, 0.066], [-0.003, -0.017, 0.003], [0.009, 0.008, 0.007], [0.051, -0.011, 0.114], [0.009, 0.007, -0.002], [-0.025, -0.131, 0.056], [-0.012, 0.007, -0.006], [-0.019, -0.006, -0.007], [0.006, 0.002, 0.018]],
  "lowdin_charge": [-0.257, 0.032, 0.993, 0.020, 0.105, -0.092, -0.375, -0.198, -0.177, -0.061, 0.106, -0.004, 0.118, 0.146, -0.074, -0.215, 0.105, 0.124, 0.109, 0.114, -0.162, 0.109, 0.110, 0.111, -0.136, -0.036, -0.052, -0.070, 0.128, -0.076, -0.081, 0.138, 0.092, -0.057, -0.067, -0.491, 0.103, 0.115, 0.068, 0.096, 0.101, 0.054, 0.128, -0.177, 0.127, -0.067, -0.043, -0.343, 0.096, -0.089, -0.020, -0.266, -0.355, -0.099, 0.127, 0.108, 0.111, -0.180, 0.110, -0.080, -0.083, -0.086, -0.038, 0.130, 0.095, 0.120, -0.149, 0.119, -0.082, 0.110, 0.058, -0.355, 0.053, 0.124, 1.452, -0.248, 0.085, -0.071, -0.208, -0.146, 0.121, 0.103, 0.118, -0.081, 0.114, -0.128, 0.103, 0.111, 0.056]
}

***

{
  "formula": "C36H43N6O3RbSSeSiTe4",
  "method": "ωB97M-V/def2-TZVPD",
  "charge": -2,
  "lumo_ha": 0.0824,
  "energy_ev": -167003.4342,
  "e_homo_ha": -0.0128,
  "multiplicity": 1,
  "homo_lumo_gap_ha": 0.09516,
  "species": ["H", "C", "C", "C", "H", "C", "H", "H", "C", "H", "H", "C", "N", "H", "C", "H", "H", "H", "H", "C", "H", "H", "N", "H", "H", "H", "H", "Te", "C", "O", "C", "C", "C", "C", "H", "Si", "C", "O", "H", "C", "Rb", "C", "C", "N", "C", "C", "N", "H", "C", "H", "C", "C", "H", "Te", "C", "H", "H", "H", "N", "H", "H", "H", "C", "C", "S", "C", "H", "Se", "C", "Te", "H", "C", "C", "H", "C", "C", "H", "N", "H", "C", "H", "H", "H", "O", "H", "C", "Te", "H", "H", "H", "C", "H", "H", "C", "C", "H"],
  "xyz": [[-2.85511, -0.60181, -2.35082], [4.18396, -1.00847, -0.30276], [4.06312, 0.69134, 1.20299], [-1.57804, 2.31461, 4.30104], [-1.11356, 2.42809, 5.27234], [1.64151, 1.22350, 4.09146], [2.93260, -3.01234, -3.51137], [-2.85673, -2.12795, -0.00508], [-0.87674, -0.11501, 4.26923], [0.97568, -2.42425, 2.66663], [-0.55306, 0.11802, 5.29208], [-2.63169, 1.94312, 1.83414], [0.23546, -0.67300, 3.48681], [5.68778, 2.09280, 1.25508], [1.54005, 3.19071, 2.90874], [-0.40866, -0.17044, -2.70378], [-5.54163, 1.11244, -3.92815], [-1.70818, -3.74486, 4.44152], [0.30782, -2.64865, 4.28199], [-3.19972, -3.81715, 2.88963], [5.96811, -1.20449, -1.47187], [1.39894, 3.68081, 1.94693], [1.53378, 1.85765, 2.91139], [2.01978, 3.61476, -2.53462], [-1.51740, -0.01073, -5.92589], [-0.06857, 0.92316, -4.04441], [1.92929, 3.85715, 6.18516], [-0.30774, 6.46594, 2.16452], [-2.03645, 0.94626, -5.80820], [1.87789, 1.30103, -1.20716], [-0.10820, -4.48130, -3.65994], [3.46803, -2.06456, -1.07912], [1.96773, -3.36401, -3.17307], [1.79202, 1.89040, 5.28900], [7.01901, 0.81060, -0.43809], [-3.07057, 1.04207, -4.20714], [1.82763, 3.28198, 5.27283], [-2.18577, -5.44499, -4.30448], [-5.01497, 2.22864, -5.18445], [1.27564, 3.04944, -3.09322], [0.67279, -0.39023, 0.61492], [-1.02418, -5.29293, -4.53913], [-0.59159, -4.11514, -2.41181], [-1.47083, -2.14710, 1.50842], [-3.53286, -3.35281, 1.62928], [-2.63108, -2.52271, 0.98094], [-2.03137, 0.90645, 2.41806], [-4.46717, -3.61575, 1.15308], [-2.97774, -0.70579, -3.43252], [1.87244, 1.33451, 6.21673], [6.03768, 0.48173, -0.12388], [1.55610, -0.28269, 3.98567], [1.30029, 0.03857, -3.24567], [-1.07277, 4.62150, -0.39278], [5.31476, 1.17967, 0.81271], [-1.65235, -0.87849, 4.35361], [1.76820, -0.78450, 4.94363], [1.72678, 2.53347, -3.94064], [2.23008, -2.24430, -0.97091], [-2.66153, 1.07597, -6.69767], [-2.14119, -1.29937, -3.81670], [-1.29215, 1.74528, -5.81056], [1.16780, -4.08246, -4.04793], [-2.19575, 3.39211, 3.67872], [0.63536, 1.85189, -1.91120], [-2.74463, 3.19592, 2.42519], [-3.20661, 4.00745, 1.88119], [-2.39053, 2.69600, -2.81167], [0.15592, -2.11292, 3.32644], [-0.04149, 7.38741, 4.89283], [3.46810, 1.20962, 1.94467], [1.69258, 3.94392, 4.07449], [0.20915, -3.39694, -1.53741], [0.48694, -5.73297, -5.62827], [0.32714, 0.51953, -3.11783], [1.49973, -3.05250, -1.90388], [-3.88576, -1.29103, -3.61412], [3.51956, -0.39232, 0.67955], [0.44411, 3.69136, -3.37884], [-1.99497, -3.42302, 3.44864], [-1.60217, -4.38659, -2.14095], [-0.17839, -3.10365, -0.57019], [2.31839, -0.56723, 3.25097], [-0.46356, -5.88661, -5.61553], [-5.14304, 0.49146, -5.53906], [5.45638, -0.65085, -0.69434], [0.83723, 6.66716, -0.57215], [1.65888, 5.02371, 4.06108], [-2.20300, 4.36880, 4.15042], [-3.01174, 1.78253, 0.82937], [-4.86177, 1.22716, -4.77629], [-3.87204, -4.46646, 3.43635], [1.55105, -4.27226, -5.04389], [-1.15421, -2.57904, 2.73062], [-1.51600, 1.10164, 3.63670], [4.09199, -2.59667, -1.80836]],
  "atomic_forces_ev_per_a": [[-0.016, -0.025, 0.004], [-0.372, -0.558, -0.038], [0.216, 0.058, -0.029], [0.012, -0.009, -0.012], [0.007, 0.014, 0.007], [-0.007, -0.006, -0.226], [0.003, 0.018, 0.030], [0.009, -0.014, -0.006], [0.050, 0.007, 0.105], [0.007, -0.032, 0.032], [0.005, 0.022, -0.014], [0.078, 0.017, -0.003], [-0.093, -0.258, 0.041], [0.012, 0.006, 0.001], [-0.006, -0.029, -0.036], [0.078, 0.000, 0.048], [0.019, 0.027, 0.015], [-0.007, -0.012, 0.002], [0.016, 0.000, -0.006], [-0.011, 0.000, -0.011], [-0.027, -0.011, -0.010], [0.010, -0.023, 0.076], [-0.006, -0.065, 0.186], [-0.054, 0.085, -0.005], [0.011, 0.007, 0.069], [0.008, -0.022, -0.003], [-0.018, -0.027, 0.018], [0.118, 0.264, 0.703], [0.041, 0.006, -0.204], [-0.041, 0.135, -0.102], [-0.202, -0.263, -0.363], [0.865, 0.355, 0.121], [-0.034, -0.135, -0.372], [0.067, -0.050, 0.112], [0.018, 0.024, 0.009], [0.290, 0.597, 0.614], [0.025, -0.020, 0.120], [-0.202, -0.119, -0.069], [-0.001, -0.006, -0.009], [-0.098, 0.104, 0.273], [-0.514, 0.920, 0.102], [0.309, 0.326, 0.372], [0.130, 0.130, 0.210], [0.109, -0.311, 0.015], [0.000, 0.004, 0.014], [-0.012, 0.107, -0.027], [0.025, 0.066, 0.042], [0.000, -0.005, 0.005], [-0.038, -0.172, 0.083], [-0.013, -0.005, -0.004], [-0.067, -0.266, -0.153], [-0.276, 0.427, -0.190], [-0.023, -0.001, -0.084], [1.039, 1.180, -0.102], [-0.148, 0.099, 0.221], [-0.008, 0.008, 0.010], [0.116, 0.131, 0.057], [0.007, -0.005, 0.013], [-0.914, -0.457, -0.463], [-0.028, 0.041, 0.029], [0.026, 0.070, 0.012], [-0.004, -0.008, -0.040], [0.073, 0.103, 0.247], [0.019, -0.007, 0.024], [0.528, -0.580, -0.252], [-0.035, 0.000, -0.017], [0.013, 0.015, 0.000], [-0.627, -1.020, -0.916], [0.036, -0.126, 0.090], [0.011, -0.238, -0.732], [0.027, 0.027, 0.016], [-0.045, -0.003, -0.108], [-0.383, -0.360, -0.085], [0.001, 0.029, 0.034], [-0.033, 0.134, 0.085], [0.678, 0.670, 0.647], [-0.024, 0.052, -0.016], [0.150, -0.047, -0.116], [0.022, -0.004, -0.098], [0.018, 0.053, 0.015], [-0.014, -0.017, -0.020], [0.070, 0.032, 0.036], [-0.097, -0.355, 0.056], [-0.016, -0.120, -0.195], [0.050, -0.015, 0.006], [0.275, 0.276, -0.145], [-0.822, -0.827, 0.513], [-0.049, 0.136, -0.135], [-0.002, -0.003, -0.012], [-0.005, -0.009, 0.004], [-0.165, 0.012, -0.027], [-0.001, -0.001, 0.000], [-0.013, -0.013, -0.029], [-0.108, -0.082, -0.007], [0.015, -0.057, -0.038], [-0.034, 0.005, -0.015]],
  "lowdin_charge": [-0.003, -0.269, -0.107, -0.027, 0.109, -0.313, 0.107, 0.114, -0.111, 0.112, 0.123, -0.143, -0.213, 0.112, -0.111, 0.021, 0.013, 0.109, 0.123, -0.066, 0.106, 0.076, 0.091, 0.041, 0.008, 0.009, 0.106, -0.242, -0.252, -0.725, -0.133, -0.088, -0.012, -0.048, 0.105, 0.032, -0.063, 0.125, 0.013, -0.280, 0.783, -0.479, 0.012, 0.047, -0.055, -0.122, 0.110, 0.103, -0.247, 0.103, -0.058, -0.150, 0.047, -0.084, -0.026, 0.116, 0.124, 0.049, 0.057, 0.008, 0.000, 0.003, -0.021, -0.060, 0.618, -0.117, 0.075, 0.032, -0.185, -0.572, 0.090, -0.095, 0.003, 0.083, -0.286, -0.244, 0.013, 0.046, 0.011, -0.030, 0.125, 0.085, 0.101, 0.111, 0.011, -0.026, -0.224, -0.021, 0.090, 0.102, -0.269, 0.103, 0.111, -0.290, -0.283, 0.119]
}